1.
Molecular formula: C5H11NO
Method: DFT, wB97M-V/def2-TZVPD

Computed properties:
LUMO in eV: 0.86
M in g mol⁻¹: 101.1

The geometry in XYZ format:
```
18
Properties=species:S:1:pos:R:3:forces:R:3
C -0.4399 1.1692 2.1332 1.479 -1.940 1.276
N -0.7440 -0.0896 1.4983 -5.020 -1.125 -0.232
C 0.1120 -0.8479 0.8477 1.188 -0.465 1.488
C -0.5339 -1.8976 0.0796 -2.509 -1.129 0.077
O 1.2989 -0.7026 0.9883 2.110 0.240 -0.927
H 0.6096 0.9543 2.4355 -0.586 0.601 0.850
H -0.2935 2.0179 1.5006 -0.818 0.491 -0.830
H -1.1569 1.2911 2.9493 0.508 0.451 -0.091
H -1.6103 -0.7544 1.6070 1.528 3.217 0.278
H -1.6684 -1.8272 0.1404 1.390 -0.378 -0.049
H -0.1994 -2.9095 0.1960 0.320 -0.391 0.574
H -0.3071 -1.6594 -0.8981 0.396 0.454 -2.478
C 0.1713 1.0878 -2.2150 5.194 -0.846 -0.099
C 1.5239 0.7307 -2.3733 -5.068 -0.444 4.350
H -0.3503 1.3521 -3.0675 -1.555 0.756 -1.247
H -0.1794 1.1784 -1.1969 -0.504 -0.115 -0.203
H 2.0127 0.6068 -3.3000 0.625 -0.114 -0.609
H 1.7546 0.3001 -1.3251 1.322 0.738 -2.126
```
Positions in Å, forces in eV/Å.


2.
Molecular formula: C27H22BrF6IN6O7S3Yb
Method: DFT, wB97M-V/def2-TZVPD

Computed properties:
LUMO (alpha / beta) in eV: -3.50 / -4.22
Spin multiplicity: 2
M in g mol⁻¹: 1132.5
Expectation value of S²: 0.75
Net charge: +1

The geometry in XYZ format:
```
74
Properties=species:S:1:pos:R:3:forces:R:3
Yb -0.3226 0.6040 -0.3556 1.600 -2.086 0.164
C 2.2934 -2.6937 2.4282 0.960 0.890 0.523
C 1.7506 -3.1988 1.1602 -0.803 -1.074 0.383
N 1.6759 -4.5434 1.1013 0.905 1.374 0.110
C 1.3747 -5.1212 -0.0296 -0.854 -0.620 -1.142
C 1.0428 -4.4422 -1.1934 0.033 0.800 1.024
C 0.9726 -5.1796 -2.4776 0.510 -0.346 -0.265
O 2.1420 -4.7356 -3.2147 -0.511 -0.440 -0.457
C 0.8079 -3.0594 -1.0790 0.510 0.926 2.455
C 0.2893 -2.3967 -2.2130 0.724 2.758 0.974
N -0.0072 -1.1054 -2.2411 0.189 -1.659 1.654
C -0.4805 -0.6009 -3.4276 -0.370 0.902 -4.201
C -1.8466 -0.1723 -3.4945 2.363 -0.023 -1.917
C -2.3456 0.3746 -4.7065 -0.343 0.570 0.523
C -1.4817 0.6759 -5.7608 0.911 -1.706 2.164
C -0.1496 0.2304 -5.7456 -0.112 -0.966 1.690
C 0.3696 -0.5152 -4.6706 -2.019 0.904 2.223
I 2.3734 -1.2222 -4.6401 -0.749 0.378 -0.078
C 1.0920 -2.3574 0.2258 -0.500 -3.206 -1.961
O 0.6435 -1.2060 0.5789 -0.215 2.365 -0.983
H 3.3609 -2.4330 2.3959 0.063 -0.596 -0.280
H 2.1329 -3.3635 3.2554 -0.014 -0.404 0.116
H 1.8998 -1.7423 2.6831 -0.872 0.942 0.275
H 1.2552 -6.1960 -0.0385 0.390 -0.228 0.137
H 0.0094 -5.0351 -2.9903 0.406 0.094 -0.257
H 1.0370 -6.2328 -2.2049 0.074 -0.168 -0.343
H 2.3683 -5.3074 -3.9792 -0.564 0.290 0.763
H 0.3403 -2.9955 -3.0869 -0.627 -0.089 -1.166
H -2.3871 -0.2841 -2.5916 -0.936 -0.145 0.434
H -3.4188 0.6749 -4.8215 1.131 -0.338 0.408
H -1.8169 1.2347 -6.5583 -0.747 0.970 -1.720
H 0.5284 0.4294 -6.5278 0.397 0.289 -1.044
F -3.0986 -0.4726 2.8452 0.412 0.560 0.671
C -4.0129 -0.9645 2.0548 -0.130 -1.042 -1.013
F -5.2350 -0.6208 2.4672 1.066 -0.287 -0.666
F -3.8670 -2.3170 2.0704 -0.474 1.367 -0.431
S -3.6158 -0.2393 0.2721 -1.722 0.944 0.827
O -2.2092 -0.5619 -0.0384 -0.200 -0.488 0.338
O -4.6541 -0.6272 -0.6214 0.631 -0.944 -0.026
N -3.7621 1.2924 0.6108 0.967 0.277 0.299
S -2.9520 2.4618 -0.0663 -0.678 -1.355 0.980
O -2.3526 3.3427 0.8856 0.148 -0.001 -0.476
O -2.0786 1.9573 -1.1632 0.052 0.366 0.842
C -4.3862 3.3043 -0.7951 -0.296 0.743 -2.479
F -3.9616 4.4758 -1.3520 -0.442 -1.112 0.510
F -4.9248 2.5205 -1.7724 0.776 0.776 0.914
F -5.2992 3.5331 0.1029 0.031 0.197 0.350
O 5.6737 3.6727 -1.1285 -0.307 -2.175 -0.843
C 4.4746 2.9791 -1.1491 0.981 -0.403 1.183
C 4.3999 1.6641 -0.6982 -0.321 -0.781 0.208
C 3.1306 1.0849 -0.4993 -0.223 -0.028 -1.303
N 1.9297 1.6350 -0.8686 1.148 2.421 -0.150
C 2.0519 2.9835 -1.3321 0.513 -2.826 1.575
Br 0.5040 3.9864 -1.5623 -0.409 -0.252 -0.117
C 3.2548 3.6177 -1.4049 0.952 0.705 -0.327
H 6.4304 2.9904 -1.1828 -1.644 1.587 0.264
H 5.3150 1.0704 -0.4671 -0.936 0.572 -0.061
H 3.0920 0.0557 -0.1364 -0.198 0.310 0.022
H 3.3219 4.6612 -1.6250 -0.254 0.494 -0.290
N -0.2806 1.2134 7.2036 0.019 1.363 -0.349
C -0.3246 2.2643 6.3053 -0.588 -0.650 2.004
S -0.5884 3.8418 6.8727 0.289 -1.940 -1.088
C -0.2398 1.7743 4.9159 -0.092 2.166 -1.813
C -0.0747 2.7911 3.9653 1.343 1.019 -1.013
C 0.2044 2.4982 2.6076 -1.387 -1.348 2.007
N 0.0841 1.2104 2.1775 -0.097 0.412 -0.544
C -0.2163 0.2372 3.0652 -0.046 1.460 0.564
C -0.3932 0.4876 4.4327 -0.186 -0.428 0.139
H -0.3938 1.5898 8.1250 0.161 -0.406 0.670
H 0.3229 0.4040 7.0980 -0.249 0.270 -0.211
H -0.0633 3.8449 4.3480 0.073 -1.117 -0.578
H 0.3989 3.2671 1.8834 0.050 0.147 -0.206
H -0.3395 -0.7305 2.6462 -0.062 -0.705 -0.166
H -0.7679 -0.2636 5.1277 0.400 -0.223 -0.416
```
Positions in Å, forces in eV/Å.


3.
Molecular formula: C5H8N
Method: DFT, wB97M-V/def2-TZVPD

Computed properties:
LUMO in eV: -5.00
M in g mol⁻¹: 82.1
Net charge: +1

The geometry in XYZ format:
```
14
Properties=species:S:1:pos:R:3:forces:R:3
C -0.7626 -0.0804 0.3806 -1.470 -0.432 -0.530
C 0.5939 -0.4133 -0.1434 -0.148 0.022 -0.276
C -0.7026 1.3626 0.9247 -0.754 -3.357 2.650
C -0.0783 0.1930 1.7209 0.048 2.054 -4.145
C 0.3724 -1.0336 -2.3348 1.631 -0.542 2.444
N 1.1873 -0.1197 1.0502 -0.491 -0.704 -2.832
H -1.7282 -0.5962 0.0148 1.731 0.963 1.123
H -0.1535 2.1174 0.5696 2.850 2.168 -1.873
H -1.5168 1.8509 1.3844 -1.629 -0.393 0.339
H -0.2022 -0.2478 2.6160 -1.043 -1.007 3.046
H 1.1799 -1.8125 -2.5895 -1.491 1.594 0.512
H -0.6669 -1.2769 -2.2511 -0.273 -1.075 0.513
H 0.3436 -0.0392 -2.6965 1.103 0.914 -0.529
H 2.1339 0.0958 1.3543 -0.064 -0.204 -0.443
```
Positions in Å, forces in eV/Å.